Below is an isolated molecule of H2S2 at a distorted geometry, with properties calculated with ωB97M-V/def2-TZVPD.

Last column: natural (NBO) charge in e.
CARTESIAN COORDINATES (ANGSTROEM)
S (0.899, -0.447, 0.052)  -0.18
S (-1.184, -0.442, -0.021)  -0.07
H (1.464, 0.467, -0.903)  0.14
H (-1.178, 0.422, 0.871)  0.10

Calculated values
F_max   0.0658 Eh/bohr
E_HOMO   -0.3568 Eh
Gap between HOMO and LUMO   9.843 eV
Energy   -797.545994 a.u.
LUMO   0.13 eV
ΔE to the lowest compared entry with this formula, charge and spin   9.1 kcal per mole